{
  "formula": "C32H65BrF8IN6O3",
  "method": "ωB97M-V with the def2-TZVPD basis set",
  "elements": ["C", "O", "C", "C", "C", "N", "C", "N", "I", "N", "C", "C", "O", "C", "C", "F", "F", "C", "F", "F", "C", "F", "F", "C", "F", "F", "C", "C", "O", "Br", "H", "H", "H", "H", "H", "H", "H", "H", "H", "H", "H", "H", "H", "H", "H", "H", "H", "H", "H", "H", "C", "C", "N", "C", "C", "C", "C", "H", "H", "H", "H", "H", "H", "H", "H", "H", "H", "H", "H", "H", "H", "H", "C", "C", "N", "C", "C", "C", "C", "H", "H", "H", "H", "H", "H", "H", "H", "H", "H", "H", "H", "H", "H", "H", "C", "C", "N", "C", "C", "C", "C", "H", "H", "H", "H", "H", "H", "H", "H", "H", "H", "H", "H", "H", "H", "H"],
  "xyz": [[1.62696, -4.53340, -0.11890], [1.49284, -3.18558, 0.29897], [0.76326, -2.40477, -0.61251], [0.68448, -0.99705, -0.03794], [-0.10666, -0.03450, -0.90317], [0.68783, 0.37646, -2.10056], [0.03036, 0.88590, -3.21674], [-0.09755, 0.11711, -4.37256], [-0.90930, -1.73219, -4.02894], [-0.44424, 2.10474, -3.31886], [-1.02814, 2.59671, -4.58828], [-2.37758, 1.97529, -4.88186], [-3.35130, 2.78399, -4.25030], [-4.64454, 2.23378, -4.27959], [-4.82222, 1.24257, -3.11293], [-4.52204, -0.01145, -3.57973], [-3.93180, 1.48929, -2.11492], [-6.25732, 1.18001, -2.48788], [-7.13276, 1.69670, -3.38144], [-6.56901, -0.11217, -2.29866], [-6.46801, 1.89038, -1.10790], [-5.90698, 1.13630, -0.14702], [-7.81018, 1.91274, -0.91542], [-5.99298, 3.35744, -0.93388], [-4.75894, 3.40612, -0.38620], [-5.92197, 3.94551, -2.15923], [-0.42876, 3.05252, -2.19565], [0.93910, 3.42820, -1.67029], [1.16960, 3.63123, -0.52837], [2.34004, 3.51276, -3.00936], [1.80857, -5.14103, 0.76169], [0.72653, -4.87722, -0.63138], [2.47097, -4.64658, -0.80476], [-0.25153, -2.80443, -0.73968], [1.26372, -2.38814, -1.58885], [1.69199, -0.60842, 0.12426], [0.21382, -1.05262, 0.94393], [-0.32798, 0.83832, -0.28802], [-1.03635, -0.49040, -1.23661], [1.46540, 0.96815, -1.82652], [0.80719, 0.00408, -4.82332], [-0.33506, 2.39759, -5.40025], [-1.13980, 3.67208, -4.50042], [-2.41403, 0.95992, -4.49119], [-2.53062, 1.93320, -5.96334], [-4.81791, 1.65464, -5.18995], [-5.37421, 3.03112, -4.25781], [-6.69988, 3.89390, -0.30214], [-1.01333, 2.65753, -1.37078], [-0.91334, 3.96943, -2.52528], [-7.20613, -5.31818, 1.57496], [-5.96734, -5.30959, 0.69331], [-6.20911, -4.74425, -0.62261], [-5.13579, -4.98986, -1.56450], [-3.77455, -4.33766, -1.28024], [-6.78277, -3.40904, -0.63752], [-5.99730, -2.28687, 0.05751], [-8.03301, -5.82162, 1.07374], [-6.99265, -5.84978, 2.50236], [-7.52803, -4.31195, 1.84435], [-5.64011, -6.34147, 0.54217], [-5.15129, -4.80377, 1.23546], [-5.47694, -4.68829, -2.55856], [-4.99406, -6.07309, -1.61636], [-3.78662, -3.27056, -1.50503], [-3.00147, -4.79614, -1.90368], [-3.47357, -4.46660, -0.24040], [-7.77549, -3.46474, -0.18728], [-6.95868, -3.13620, -1.68117], [-5.59914, -2.60465, 1.02220], [-6.64333, -1.42734, 0.23446], [-5.16405, -1.94300, -0.55444], [6.70295, -1.08339, 1.69353], [5.20752, -1.01203, 1.96534], [4.75307, -2.02540, 2.89767], [3.31112, -2.16445, 2.93524], [2.47971, -0.98601, 3.46450], [5.43447, -2.05038, 4.18105], [5.41411, -0.77241, 5.03044], [6.99016, -2.08509, 1.37076], [6.96664, -0.37885, 0.90396], [7.29460, -0.82309, 2.57095], [4.67647, -1.18676, 1.02338], [4.95191, 0.01376, 2.27643], [3.06792, -3.05645, 3.51946], [2.98309, -2.37839, 1.91886], [2.53660, -0.88982, 4.54767], [1.42757, -1.14191, 3.21163], [2.78976, -0.03696, 3.02217], [6.47573, -2.32738, 4.00191], [5.01372, -2.87688, 4.75842], [5.62764, 0.11450, 4.43402], [6.17911, -0.83510, 5.80624], [4.45854, -0.62136, 5.53040], [2.72545, 4.03532, 2.44923], [4.17716, 4.08652, 2.89481], [4.99474, 3.07509, 2.25294], [6.30273, 2.91988, 2.86789], [7.27762, 4.10128, 2.80215], [4.97138, 3.07339, 0.80123], [5.37854, 4.35940, 0.06932], [2.31179, 3.03572, 2.59976], [2.13307, 4.74175, 3.03214], [2.61475, 4.30308, 1.40170], [4.22305, 3.90438, 3.97127], [4.55801, 5.10837, 2.73902], [6.77683, 2.04177, 2.42807], [6.13389, 2.67046, 3.91844], [7.70667, 4.22598, 1.80873], [8.10539, 3.92963, 3.49178], [6.80257, 5.03931, 3.09072], [3.95856, 2.80438, 0.48148], [5.60770, 2.25064, 0.46452], [4.91856, 5.24286, 0.51389], [5.05433, 4.31326, -0.97324], [6.45672, 4.50615, 0.06516]],
  "forces_ev_per_angstrom": [[0.2, 0.1, -0.1], [-0.3, -0.1, 0.0], [0.3, 0.3, 0.2], [0.0, -0.3, -0.2], [0.2, 0.0, 0.3], [-0.3, 0.3, 0.0], [0.1, 0.4, 0.0], [-0.2, 0.1, -0.2], [0.0, -0.2, 0.0], [0.3, -0.2, 0.3], [0.1, -0.1, -0.5], [0.0, 0.0, 0.2], [-0.1, 0.2, -0.2], [0.1, -0.3, 0.1], [-0.1, -0.3, -0.1], [0.0, 0.3, 0.1], [0.0, 0.0, -0.1], [0.2, 0.0, -0.1], [0.1, -0.1, 0.1], [-0.2, 0.1, 0.1], [-0.1, 0.1, 0.0], [-0.1, 0.0, -0.1], [0.2, -0.1, 0.0], [0.3, -0.2, -0.2], [-0.2, 0.0, 0.0], [-0.1, 0.0, 0.1], [-0.2, -0.2, -0.1], [0.4, -0.2, 0.6], [-0.2, 0.0, -0.6], [0.0, 0.0, -0.1], [0.0, 0.0, 0.1], [-0.1, -0.1, 0.1], [0.0, 0.0, 0.0], [0.0, -0.1, -0.1], [-0.1, 0.0, -0.1], [0.1, 0.0, 0.0], [-0.1, 0.0, 0.0], [-0.2, 0.1, -0.1], [-0.1, 0.1, -0.1], [0.0, 0.1, 0.0], [0.1, -0.1, 0.1], [0.1, -0.1, 0.1], [0.0, 0.1, 0.0], [0.0, -0.1, -0.1], [-0.1, 0.1, 0.0], [0.0, 0.0, -0.1], [0.1, 0.2, 0.2], [0.0, 0.1, 0.0], [0.0, -0.1, 0.1], [0.0, 0.0, 0.0], [0.0, 0.0, 0.0], [0.0, 0.0, 0.1], [0.0, 0.0, 0.0], [0.0, -0.1, -0.1], [0.1, 0.0, -0.1], [-0.1, 0.1, 0.0], [0.0, 0.0, -0.1], [0.0, 0.0, 0.0], [0.0, 0.0, 0.0], [0.0, 0.0, 0.0], [0.0, 0.0, 0.0], [0.0, 0.0, 0.0], [0.0, 0.0, 0.0], [0.0, 0.0, 0.1], [0.0, 0.0, 0.1], [0.0, 0.0, 0.0], [0.0, 0.0, 0.0], [0.0, 0.0, 0.0], [0.0, 0.0, 0.0], [0.0, 0.0, 0.0], [0.0, 0.0, 0.0], [0.1, 0.0, 0.0], [0.0, 0.0, 0.0], [0.1, 0.1, 0.0], [0.0, 0.0, 0.0], [-0.2, 0.0, 0.0], [0.0, 0.0, 0.0], [0.1, 0.0, 0.1], [0.0, -0.1, 0.1], [0.0, 0.0, 0.0], [0.0, 0.0, 0.0], [0.0, 0.0, 0.0], [0.0, 0.0, 0.0], [0.0, 0.0, 0.0], [0.0, 0.0, 0.0], [0.0, 0.0, -0.1], [0.0, 0.0, 0.0], [0.0, 0.0, 0.0], [0.0, 0.0, 0.0], [0.0, 0.0, 0.0], [0.0, 0.0, 0.0], [0.0, 0.0, -0.1], [0.0, 0.0, 0.0], [0.0, 0.0, 0.0], [0.0, 0.0, 0.1], [-0.1, 0.1, 0.0], [0.0, -0.1, 0.0], [0.1, 0.0, 0.1], [0.0, 0.0, 0.0], [-0.1, 0.0, -0.1], [0.0, 0.0, 0.0], [0.0, 0.0, 0.0], [0.0, 0.0, 0.0], [0.0, 0.0, -0.1], [0.1, 0.0, 0.0], [0.0, 0.0, 0.0], [0.0, -0.1, -0.1], [-0.1, 0.0, 0.0], [0.0, 0.0, 0.0], [0.0, 0.0, 0.0], [0.0, 0.0, 0.0], [0.0, 0.0, 0.0], [0.0, 0.0, 0.0], [0.0, 0.0, 0.0], [0.0, 0.0, 0.0], [0.0, 0.0, 0.0]],
  "mulliken_charge": [-0.85, -0.19, -0.36, -0.85, 0.07, -0.01, -0.14, -0.78, 0.22, 0.61, -1.36, 0.17, -0.37, -1.04, 1.11, -0.35, -0.31, 0.18, -0.31, -0.20, 0.76, -0.26, -0.31, 0.08, -0.23, -0.25, -0.22, -0.27, -0.36, -0.12, 0.26, 0.32, 0.31, 0.15, 0.30, 0.20, 0.25, 0.27, 0.39, 0.34, 0.39, 0.45, 0.55, 0.11, 0.41, 0.37, 0.58, 0.31, 0.16, 0.77, -1.45, -0.29, 0.23, -1.10, -0.52, -1.01, -0.47, 0.34, 0.44, 0.29, 0.47, 0.23, 0.35, 0.40, 0.01, 0.47, 0.29, 0.35, 0.39, 0.44, 0.22, -0.08, -1.79, 0.03, 0.18, -0.44, -1.01, -0.81, -0.62, 0.44, 0.43, 0.32, 0.27, 0.16, 0.41, 0.15, 0.38, 0.43, 0.07, 0.41, 0.38, -0.04, 0.40, 0.27, -1.13, -0.58, 0.67, -0.39, -1.34, -0.42, -1.29, 0.11, 0.49, 0.18, 0.47, 0.30, 0.06, 0.41, 0.26, 0.46, 0.28, 0.23, 0.28, 0.25, 0.35, 0.36],
  "charge": 1,
  "spin_multiplicity": 1,
  "homo_lumo_gap_ev": 4.8
}